*P*
The following is a quantum chemistry calculation of 3 unconnected molecules or ions with the total composition C7H14, from the Open Molecules 2025 dataset.

The geometry in ORCA input format:
```
! wB97M-V def2-TZVPD RIJCOSX def2/J DEFGRID3
* xyz 0 1
C 0.45368 1.57422 0.09346
C -1.03470 1.44367 -0.25642
C -1.74061 0.19149 0.26824
C -1.11150 -1.13087 -0.19369
C 0.22154 -1.40620 0.47121
C 1.42245 -0.81858 -0.09034
C 1.37726 0.59381 -0.63690
H 0.59069 1.46202 1.17901
H 0.76860 2.59556 -0.15452
H -1.14152 1.48403 -1.35085
H -1.56443 2.32198 0.13428
H -1.75354 0.21072 1.36748
H -2.78750 0.21911 -0.05800
H -1.78613 -1.95773 0.06398
H -1.01492 -1.14119 -1.28829
H 0.09810 -1.49729 1.54962
H 1.33928 -2.44859 0.88628
H 2.01821 -1.79776 0.98897
H 2.12726 -1.42441 -0.65551
H 2.40713 0.97508 -0.61192
H 1.11066 0.55093 -1.70607
*
```

The calculation puts the HOMO-LUMO gap at 9.04 eV.

---

*Q*
The following is a quantum chemistry calculation of C7H14 in the gas phase, from the Open Molecules 2025 dataset.

The geometry in ORCA input format:
```
! wB97M-V def2-TZVPD RIJCOSX def2/J DEFGRID3
* xyz 0 1
C -0.57003 1.64282 0.48270
C -0.52431 0.13034 0.22396
C -1.16386 -0.15901 -1.13852
C -1.33247 -0.59480 1.31172
C 0.92760 -0.36488 0.31856
C 2.05722 0.20776 -0.48701
C 1.61169 -1.20637 -0.72257
H -0.07328 1.90115 1.42523
H -0.06806 2.19193 -0.32260
H -1.60618 2.00009 0.53506
H -2.20357 0.18875 -1.14472
H -0.64333 0.35428 -1.95726
H -1.17376 -1.23261 -1.35683
H -0.91556 -0.39041 2.30623
H -2.38093 -0.27102 1.31385
H -1.31257 -1.67951 1.15082
H 1.20755 -0.61386 1.34072
H 1.81757 0.94415 -1.24869
H 3.00821 0.37334 0.01307
H 2.25695 -2.01679 -0.39602
H 1.08111 -1.40536 -1.64771
*
```

The calculation puts the HOMO-LUMO gap at 11.11 eV. As for the structure (SMILES): CC(C)(C)C1CC1.

---

*R*
The following is a quantum chemistry calculation of 2 unconnected molecules or ions with the total composition C7H14, from the Open Molecules 2025 dataset.

The geometry in ORCA input format:
```
! wB97M-V def2-TZVPD RIJCOSX def2/J DEFGRID3
* xyz 0 1
C 1.51845 1.87355 0.60768
C 1.29468 1.03069 -0.61329
C 1.25294 -0.30087 -0.63814
C 1.38845 -1.19146 0.56634
H 1.24425 1.35431 1.53291
H 2.57894 2.13940 0.68534
H 0.95390 2.81221 0.56690
H 1.11998 1.56964 -1.54320
H 1.06081 -0.78913 -1.59192
H 1.02670 -2.20566 0.36792
H 0.82544 -0.80340 1.42489
H 2.43671 -1.26836 0.87317
C -1.72283 0.91648 -0.28853
C -1.78365 -0.32272 -0.77016
C -2.00416 -1.56193 0.04873
H -1.53802 1.76291 -0.94303
H -1.78545 1.12854 0.77602
H -1.64372 -0.47103 -1.84031
H -1.63223 -1.45236 1.07325
H -3.07503 -1.78426 0.10232
H -1.51614 -2.43654 -0.39685
*
```

The calculation puts the HOMO-LUMO gap at 9.61 eV. As for the structure (SMILES): C/C=C\C.C=CC.

---

*S*
The following is a quantum chemistry calculation of C7H14 in the gas phase, from the Open Molecules 2025 dataset.

The geometry in ORCA input format:
```
! wB97M-V def2-TZVPD RIJCOSX def2/J DEFGRID3
* xyz 0 1
C 0.63526 -1.64825 1.68566
C 0.35545 -0.52422 0.83669
C 0.53766 0.83264 1.37707
C 1.50049 1.67908 0.43779
C -0.12411 -0.97755 -0.50114
C -1.34495 -0.07611 -0.92368
C -1.43260 0.31611 -2.42431
H 0.14516 -2.50136 1.32138
H 1.15128 -1.72286 2.63280
H -0.54318 1.15902 1.24410
H 0.81651 1.05284 2.38519
H 1.75376 2.65900 0.80221
H 1.20253 1.92108 -0.63476
H 2.45149 1.13065 0.19691
H 0.67397 -0.73856 -1.32844
H -0.33303 -2.01019 -0.54851
H -2.23928 -0.51498 -0.59638
H -1.31183 0.79743 -0.36645
H -0.59925 0.95291 -2.70232
H -1.43853 -0.62838 -3.07656
H -2.49282 0.83321 -2.25765
*
```

The calculation puts the HOMO-LUMO gap at 9.53 eV. As for the structure (SMILES): C=C(CC)CCC.

---

Most stable: *Q* (next structure +1.054 eV)